{"formula": "CH3NO", "method": "wB97M-V/def2-TZVPD", "species": ["N", "C", "O", "H", "H", "H"], "xyz": [[-0.641926, -0.319330, -0.013075], [0.530428, 0.209342, -0.065851], [1.617640, -0.372492, 0.014660], [-0.758351, -1.252008, -0.081519], [-1.351308, 0.380361, 0.162364], [0.603517, 1.354125, -0.016581]], "forces_ev_per_angstrom": [[-2.227, 3.545, 0.086], [5.708, 1.919, 1.214], [-1.440, 0.127, -0.703], [-0.775, -3.509, -0.018], [-0.516, -0.945, -0.260], [-0.751, -1.137, -0.319]], "gap_ev": 10.675, "smiles": "NC=O", "lumo_ha": 0.03253, "energy_ha": -169.8913, "relative_energy_kj_mol": 42.7, "homo_ev": -9.79}

{"formula": "C21H46ClN10O5", "method": "wB97M-V/def2-TZVPD", "species": ["N", "C", "C", "N", "C", "C", "C", "C", "N", "O", "N", "C", "N", "N", "C", "C", "N", "N", "Cl", "H", "H", "H", "H", "H", "H", "H", "H", "H", "H", "H", "H", "H", "H", "H", "H", "C", "O", "C", "C", "N", "C", "C", "O", "C", "H", "H", "H", "H", "H", "H", "H", "H", "H", "H", "H", "H", "H", "H", "H", "C", "O", "C", "C", "N", "C", "C", "O", "C", "H", "H", "H", "H", "H", "H", "H", "H", "H", "H", "H", "H", "H", "H", "H"], "xyz": [[2.867318, -2.640445, 0.048535], [2.945493, -3.052973, -1.138934], [2.521264, -2.143710, -2.273030], [1.787676, -0.988362, -1.807172], [2.108581, 0.306143, -1.711871], [3.439418, 0.882601, -2.064931], [4.629985, 0.245733, -1.313638], [4.927344, 1.058912, -0.059951], [4.156153, 0.765332, 1.083930], [5.753712, 1.924977, -0.069194], [1.108295, 1.029252, -1.251504], [0.090730, 0.180898, -1.000018], [-1.080423, 0.540523, -0.489259], [-1.207009, 1.927082, -0.256135], [-2.218273, -0.330601, -0.166350], [-3.106941, -0.601547, -1.365276], [-4.002296, 0.239811, -1.641109], [0.481363, -1.076250, -1.347345], [-0.321171, -2.536262, -1.344699], [3.200260, -3.338600, 0.712199], [3.331136, -4.035305, -1.425694], [1.933405, -2.678234, -3.024321], [3.406710, -1.759558, -2.788932], [3.367491, 1.942208, -1.801171], [3.594440, 0.850244, -3.147311], [4.419890, -0.785596, -1.017276], [5.519192, 0.241585, -1.944793], [3.429727, 1.451575, 1.263815], [3.723970, -0.152325, 1.024105], [-1.916479, 2.058097, 0.453230], [-1.496628, 2.390608, -1.112515], [-2.825229, 0.207766, 0.563387], [-1.888296, -1.248975, 0.319639], [-2.941116, -1.515842, -1.943705], [-4.535724, -0.030917, -2.467550], [0.029315, 5.757446, 0.546727], [0.874421, 4.900108, 1.283631], [1.540751, 3.914004, 0.510117], [3.029701, 4.170271, 0.452219], [3.344786, 5.329543, -0.362128], [4.748961, 5.732490, -0.326489], [5.321754, 6.201489, 1.004286], [4.776741, 7.421465, 1.465897], [3.595946, 7.318479, 2.233646], [-0.516868, 6.366276, 1.264368], [0.586686, 6.419871, -0.123962], [-0.690600, 5.187953, -0.052466], [1.116187, 3.853957, -0.496029], [1.366822, 2.948586, 0.997258], [3.521775, 3.299490, 0.003781], [3.396749, 4.250131, 1.485790], [2.768540, 6.107423, -0.065654], [4.874159, 6.544311, -1.046214], [5.355408, 4.892756, -0.681989], [6.387489, 6.386101, 0.851503], [5.240955, 5.433182, 1.783424], [3.576057, 6.392431, 2.816739], [2.691936, 7.364775, 1.617477], [3.577116, 8.163744, 2.920676], [-7.675962, -5.008182, 0.211332], [-6.879971, -5.767051, 1.098241], [-6.201665, -6.862966, 0.499585], [-4.706061, -6.641980, 0.530733], [-4.324318, -5.546392, -0.351476], [-2.939026, -5.128540, -0.236683], [-2.470266, -4.523307, 1.081075], [-3.043578, -3.256676, 1.358657], [-4.298043, -3.280841, 2.027368], [-8.239426, -4.298440, 0.813770], [-7.074489, -4.453108, -0.518881], [-8.381030, -5.642157, -0.333982], [-6.548577, -7.015625, -0.526550], [-6.436210, -7.761371, 1.075707], [-4.201935, -7.555443, 0.202049], [-4.423075, -6.463873, 1.577669], [-4.928606, -4.755224, -0.166262], [-2.764862, -4.373755, -1.014691], [-2.299212, -5.985461, -0.474118], [-1.393337, -4.339861, 1.000335], [-2.608044, -5.208683, 1.924000], [-4.374824, -4.143308, 2.692910], [-5.138055, -3.300548, 1.328829], [-4.368184, -2.371341, 2.622621]], "forces_ev_per_angstrom": [[-0.014, -0.014, 0.032], [0.054, 0.043, 0.038], [0.084, -0.091, -0.107], [-0.057, 0.129, -0.153], [0.191, -0.058, -0.072], [0.002, 0.144, 0.129], [0.267, -0.359, 0.123], [-0.045, -0.208, 0.203], [-0.416, -0.476, -0.530], [0.006, 0.454, -0.078], [-0.248, 0.068, 0.173], [0.169, -0.076, 0.173], [0.039, 0.071, 0.031], [0.083, 0.045, -0.172], [-0.141, -0.266, 0.019], [0.012, 0.015, 0.071], [-0.107, 0.086, -0.077], [-0.048, 0.028, 0.084], [-0.008, -0.169, -0.050], [-0.007, 0.029, 0.000], [-0.043, 0.071, -0.074], [0.030, 0.006, 0.101], [-0.098, -0.049, 0.032], [-0.001, -0.072, -0.168], [-0.074, -0.154, 0.076], [0.004, 0.068, -0.101], [-0.086, 0.112, 0.049], [0.404, 0.255, 0.364], [-0.116, 0.121, -0.045], [0.038, 0.027, -0.010], [-0.176, -0.036, 0.058], [0.134, -0.003, -0.049], [0.013, 0.081, -0.072], [0.074, 0.024, 0.053], [0.017, 0.030, 0.025], [-0.021, -0.005, 0.023], [0.015, 0.046, -0.052], [0.013, -0.100, 0.096], [0.000, 0.107, -0.008], [-0.062, 0.012, 0.091], [-0.001, 0.010, -0.136], [0.110, -0.033, 0.015], [-0.062, 0.013, -0.031], [0.041, 0.046, 0.039], [0.009, 0.006, 0.002], [-0.002, -0.025, -0.027], [-0.004, 0.008, -0.005], [0.025, 0.019, -0.006], [-0.058, -0.008, -0.032], [0.018, 0.048, 0.016], [0.006, -0.058, 0.007], [0.025, 0.009, -0.013], [0.011, -0.008, -0.003], [-0.010, -0.019, 0.027], [-0.001, 0.007, 0.022], [-0.053, -0.006, -0.021], [-0.016, -0.003, 0.001], [-0.005, -0.047, 0.009], [0.000, 0.000, -0.001], [-0.074, -0.032, 0.035], [0.091, 0.105, -0.051], [-0.042, -0.107, 0.030], [0.026, 0.047, 0.004], [-0.031, 0.075, 0.143], [-0.019, 0.065, -0.171], [0.198, 0.013, -0.022], [-0.020, 0.039, -0.073], [0.011, 0.056, 0.051], [0.006, 0.004, 0.002], [0.002, -0.033, -0.023], [-0.007, 0.009, -0.006], [0.047, 0.019, -0.016], [-0.041, 0.012, -0.002], [0.014, 0.010, -0.011], [0.006, -0.061, 0.007], [-0.009, -0.016, -0.029], [0.034, -0.041, -0.033], [0.007, -0.006, 0.034], [0.004, -0.052, 0.024], [-0.116, 0.050, 0.011], [-0.012, -0.004, -0.006], [0.003, -0.046, 0.007], [0.006, -0.002, 0.005]], "gap_ev": 7.074, "lumo_ha": -0.11585, "energy_ha": -2211.2814, "homo_ev": -10.23, "charge": 1}

{"formula": "C16H19Cl2IrN7OS2", "method": "wB97M-V/def2-TZVPD", "species": ["Ir", "C", "C", "N", "C", "S", "N", "N", "C", "C", "C", "C", "C", "C", "C", "N", "H", "H", "H", "H", "H", "H", "H", "H", "H", "H", "H", "H", "H", "Cl", "C", "Cl", "H", "H", "O", "C", "N", "S", "C", "N", "C", "C", "C", "N", "H", "H", "H", "H"], "xyz": [[-0.645399, -0.481644, -0.328347], [0.624686, -4.766687, 3.161291], [0.820082, -3.344061, 3.658105], [1.583694, -2.522631, 2.712231], [1.094720, -1.739415, 1.759181], [-0.670257, -1.541015, 1.649426], [1.937130, -1.075183, 0.988697], [1.343498, -0.357338, 0.005760], [2.073468, 0.283280, -0.855254], [3.553196, 0.370395, -0.794340], [1.299009, 0.913624, -1.934502], [1.869159, 1.690573, -2.925130], [1.049660, 2.265615, -3.887847], [-0.318072, 2.054799, -3.829286], [-0.835353, 1.271815, -2.813788], [-0.042281, 0.708261, -1.901233], [0.075108, -5.346816, 3.901755], [1.582324, -5.258822, 2.990499], [0.051426, -4.782779, 2.231413], [1.365615, -3.327622, 4.599902], [-0.136329, -2.858386, 3.845364], [2.592410, -2.583972, 2.738673], [3.936398, -0.190965, 0.049354], [3.857437, 1.415329, -0.696608], [3.989309, -0.017424, -1.717060], [2.937965, 1.847958, -2.941723], [1.479230, 2.871249, -4.674381], [-0.985148, 2.479029, -4.566177], [-1.890949, 1.062081, -2.712189], [-0.411919, -2.490262, -1.820115], [1.009998, -3.569990, -1.556978], [2.525224, -2.753992, -1.830623], [0.863769, -4.354123, -2.291468], [0.946660, -3.938341, -0.540247], [-4.846790, -0.210776, -0.539904], [-3.704320, -0.448189, -0.700859], [-2.542124, -0.647006, -0.881089], [-0.991871, 1.431235, 0.937653], [-2.492050, 2.196880, 0.493716], [-3.129840, 2.803076, 1.527557], [-4.271009, 3.502409, 1.365810], [-4.823955, 3.572664, 0.119394], [-4.133066, 2.923993, -0.903456], [-2.983002, 2.279712, -0.725679], [-2.736661, 2.697709, 2.456533], [-4.693779, 3.956998, 2.250761], [-5.747686, 4.100950, -0.057886], [-4.517380, 2.937197, -1.916719]], "forces_ev_per_angstrom": [[0.655, 0.282, 0.097], [-0.016, -0.002, -0.018], [-0.003, -0.009, -0.028], [0.023, 0.010, -0.001], [0.039, 0.040, 0.123], [0.071, -0.254, -0.102], [-0.178, 0.029, 0.000], [-0.074, -0.415, 0.196], [-0.037, 0.173, -0.131], [-0.008, 0.053, 0.009], [0.015, 0.055, 0.157], [0.027, 0.038, -0.054], [0.006, -0.020, 0.021], [0.052, 0.045, -0.062], [-0.010, -0.124, -0.005], [-0.218, 0.049, -0.201], [0.007, 0.005, -0.008], [-0.008, 0.007, -0.001], [0.006, -0.002, 0.014], [0.014, -0.011, -0.001], [0.008, 0.014, 0.021], [0.007, 0.019, 0.029], [0.013, -0.013, 0.016], [0.006, -0.017, -0.007], [-0.005, 0.019, -0.003], [-0.006, 0.001, -0.004], [0.000, -0.001, 0.006], [0.015, 0.002, 0.001], [0.058, -0.003, -0.010], [-0.191, 0.059, -0.031], [-0.093, 0.091, 0.008], [0.118, -0.129, -0.099], [0.062, -0.060, 0.036], [0.038, -0.015, 0.026], [0.126, -0.063, -0.131], [0.032, 0.143, 0.238], [-0.598, -0.300, -0.210], [0.053, 0.282, 0.118], [0.051, -0.002, 0.022], [-0.068, -0.004, 0.052], [-0.007, -0.009, -0.019], [0.018, 0.002, 0.035], [0.032, -0.039, -0.037], [-0.041, 0.077, -0.071], [0.004, -0.002, 0.003], [0.005, -0.003, 0.001], [0.002, 0.000, -0.001], [-0.002, 0.003, 0.007]], "gap_ev": [7.850, 5.204], "multiplicity": 2, "s2": 0.7682, "lumo_ha": [-0.24378, -0.33229], "energy_ha": -2900.2406, "relative_energy_kj_mol": 27.9, "homo_ev": [-14.48, -14.25], "charge": 2}

{"formula": "C6H6N5S", "method": "wB97M-V/def2-TZVPD", "species": ["C", "C", "C", "C", "C", "C", "N", "N", "N", "N", "N", "S", "H", "H", "H", "H", "H", "H"], "xyz": [[1.737669, 0.794895, 0.576953], [0.834684, -0.198867, 0.935244], [1.349638, 1.826037, -0.270332], [-0.458202, -0.166004, 0.457418], [0.064852, 1.880916, -0.766611], [-0.843903, 0.870813, -0.405639], [-3.347236, -2.325187, -1.193587], [-3.398706, -1.265017, -1.566077], [-3.125299, -3.343134, -0.647421], [-2.108405, 0.893550, -0.855344], [-2.932154, 1.135949, -1.636460], [-4.136839, 1.451097, -2.438611], [2.745007, 0.767598, 0.961618], [1.142880, -0.996865, 1.592189], [2.055553, 2.595188, -0.542186], [-1.175500, -0.924697, 0.725818], [-0.248609, 2.678682, -1.421937], [-3.541523, -4.232888, -0.858581]], "forces_ev_per_angstrom": [[-0.176, -0.037, -0.039], [0.052, 0.058, -0.022], [0.013, 0.041, -0.006], [-0.273, 0.133, -0.181], [-0.286, -0.165, -0.055], [2.329, 0.063, 0.794], [-0.434, 1.543, -0.991], [-0.401, -0.589, -0.325], [1.155, -2.139, 1.922], [-3.328, 0.317, -2.293], [3.139, 0.251, 2.849], [-1.330, 0.459, -1.136], [0.094, 0.000, 0.025], [-0.011, -0.069, 0.047], [0.040, 0.066, -0.032], [-0.082, -0.108, 0.061], [-0.017, 0.094, -0.063], [-0.484, 0.084, -0.554]], "gap_ev": 7.682, "lumo_ha": -0.20307, "energy_ha": -903.7867, "relative_energy_kj_mol": 45.0, "homo_ev": -13.21, "charge": 1}